Record 1
{"formula": "C9H6F10I2NO2PtSTe", "method": "the ωB97M-V functional and the def2-TZVPD basis", "species": ["Pt", "N", "C", "O", "C", "C", "H", "H", "H", "H", "H", "H", "F", "C", "C", "F", "C", "F", "C", "S", "C", "F", "C", "F", "F", "Te", "F", "F", "F", "F", "O", "I", "I"], "coordinates": [[0.14867, 0.28283, 0.08758], [0.24688, -1.63074, 3.71149], [0.14448, -1.24701, 2.43791], [0.26034, -0.03675, 2.15232], [-0.09365, -2.26024, 1.35884], [-0.72448, -1.53903, 0.16150], [0.44134, -0.94372, 4.42085], [0.15095, -2.59489, 3.96982], [-0.69019, -3.09901, 1.72912], [0.88910, -2.64592, 1.07210], [-1.79612, -1.39521, 0.32977], [-0.59386, -2.10862, -0.75649], [6.36490, 0.50293, -3.93813], [5.44288, 0.28251, -3.00983], [5.13531, 1.27091, -2.09221], [5.78752, 2.43073, -2.12398], [4.19160, 1.02302, -1.11446], [3.98407, 1.96666, -0.20554], [3.54864, -0.21472, -1.00884], [2.44523, -0.58454, 0.27101], [3.90494, -1.19576, -1.93786], [3.35425, -2.40238, -1.88371], [4.83638, -0.95778, -2.92400], [5.17928, -1.92073, -3.78252], [2.02980, 0.14831, -3.54261], [1.51253, 1.80231, -2.57040], [0.24900, 1.84623, -3.97889], [2.67866, 2.58616, -3.92259], [0.89245, 3.65240, -2.47585], [0.97148, 2.15292, 0.06451], [-0.06708, 0.48108, -1.86104], [-1.62200, 1.87914, -1.59126], [-4.11718, 3.25362, -1.08572]], "total_charge": -1, "e_above_lowest_ev": 1.851, "orbital_gap_ev": 5.66, "spin_multiplicity": 1, "total_energy_ev": -79768.9150}

Record 2
{"formula": "C4H5N3", "method": "the ωB97M-V functional and the def2-TZVPD basis", "species": ["N", "C", "C", "N", "C", "N", "C", "H", "H", "H", "H", "H"], "coordinates": [[0.95569, -1.18763, 0.44235], [0.33214, 0.09221, 0.45810], [-0.99332, -0.14952, 1.16102], [-1.77812, -0.30385, 0.15063], [-0.81680, 0.47544, -0.74327], [0.27692, 0.43889, -1.70829], [0.87965, 0.95905, -0.62955], [0.33950, -1.96175, 0.20844], [1.77340, -1.21347, -0.15737], [-1.22230, -0.42816, 2.19089], [-1.30401, 1.45730, -0.76923], [1.55725, 1.82149, -0.60372]], "e_above_lowest_ev": 8.244, "orbital_gap_ev": 8.28, "spin_multiplicity": 1, "total_energy_ev": -8691.5686}

Record 3
{"formula": "C4H9OPS", "method": "the ωB97M-V functional and the def2-TZVPD basis", "species": ["C", "C", "C", "C", "O", "P", "S", "H", "H", "H", "H", "H", "H", "H", "H", "H"], "coordinates": [[1.00928, 0.81667, 0.67178], [1.38080, 0.05214, -0.60486], [-0.16884, 0.11300, 1.33442], [0.03190, 0.25135, -1.42931], [-1.34070, -2.47047, -0.12485], [-1.28001, 0.01221, -0.08420], [-2.98522, 0.82581, 0.09033], [1.95582, 0.97968, 1.35459], [0.49091, 1.70358, 0.33024], [2.09652, 0.59863, -1.19111], [1.74270, -0.91310, -0.58933], [0.15335, -0.82518, 1.66540], [-0.62417, 0.68323, 2.13388], [-0.04876, 1.31408, -1.64956], [-0.14454, -0.56015, -2.11742], [-2.26904, -2.58146, 0.21001]], "e_above_lowest_ev": 3.013, "orbital_gap_ev": [8.47, 8.47], "spin_multiplicity": 1, "total_energy_ev": -26463.4401}

Record 4
{"formula": "C5H16N3SZn", "method": "the ωB97M-V functional and the def2-TZVPD basis", "species": ["C", "Zn", "N", "H", "H", "H", "H", "H", "H", "H", "H", "S", "C", "N", "C", "C", "C", "N", "H", "H", "H", "H", "H", "H", "H", "H"], "coordinates": [[2.11111, -3.09543, -1.98785], [1.22611, -1.37355, -2.10959], [0.87699, 0.79346, -1.88868], [-0.04487, -1.39047, -3.33883], [-0.06384, 0.93327, -1.53390], [2.35989, -0.50753, -1.38059], [2.99817, -2.94642, -2.61996], [1.56834, -3.91303, -2.24961], [2.53718, -3.12687, -0.96787], [1.54016, 1.11138, -1.14289], [1.05176, 1.32852, -2.71497], [0.06374, -1.93559, 0.19908], [-0.42742, -0.40650, 0.76178], [0.23328, 0.23584, 1.74492], [-0.15819, 1.58694, 2.16784], [-1.67034, 1.62984, 2.28347], [-2.37915, 1.10723, 1.04954], [-1.51907, 0.21902, 0.23601], [1.15127, -0.12717, 1.96268], [0.20094, 2.34071, 1.45122], [0.32356, 1.77217, 3.13222], [-1.99634, 2.65332, 2.47945], [-1.97414, 1.02084, 3.14026], [-2.69251, 1.93124, 0.39846], [-3.28602, 0.55467, 1.32770], [-2.03061, -0.39589, -0.39988]], "total_charge": -1, "e_above_lowest_ev": 0.000, "orbital_gap_ev": 4.04, "spin_multiplicity": 1, "total_energy_ev": -69164.9826}